1.
Density functional theory data (wB97M-V/def2-TZVPD) for a 2-piece molecular cluster, ClH3N2OS overall at a distorted geometry.

Each line ends with the natural charge from an NBO analysis.
Element x y z (Å)
N -0.214 0.836 -0.478  -0.99
S 0.796 -0.230 0.051  2.07
N 2.207 0.017 0.517  -1.05
O 0.415 -1.666 -0.125  -0.85
H 0.155 1.753 -0.568  0.40
H 2.755 -0.770 0.887  0.42
Cl -3.326 0.380 0.320  -0.27
H -2.788 -0.321 -0.603  0.28

Output
ΔE to the lowest compared entry with this formula, charge and spin, kJ/mol: 116.2
F_max, eV/A: 3.695
Total charge: 0
Structure (SMILES): N=S(=N)=O.Cl
LUMO, eV: -0.50
E_tot, eV: -28431.3463

2.
Density functional theory data (wB97M-V/def2-TZVPD) for an isolated ion of composition C5H10NO and charge -2 at a distorted geometry.

Each line ends with the natural charge from an NBO analysis.
Element x y z (Å)
C 2.336 0.233 -0.333  0.00
O 3.127 0.427 0.736  -0.98
C 1.020 -0.323 0.398  -0.43
C -0.112 -0.624 -0.610  -0.53
C -1.403 0.002 -0.070  0.02
C -2.155 1.041 -0.687  -0.92
N -1.673 -0.472 1.279  -0.98
H 1.928 1.134 -0.892  0.07
H 2.724 -0.520 -1.132  0.05
H 1.230 -1.113 1.193  0.18
H 0.825 0.564 1.129  0.19
H -0.321 -1.706 -0.850  0.17
H 0.251 -0.227 -1.606  0.19
H -2.697 1.911 -0.183  0.17
H -2.286 1.209 -1.790  0.13
H -1.879 -1.438 1.574  0.31
H -0.915 -0.100 1.843  0.36

Output
Expectation value of S²: 0.752
ΔE to the lowest compared entry with this formula, charge and spin, kJ/mol: 211.1
F_max, eV/A: 2.905
Total charge: -2
Spin multiplicity: 2
LUMO (alpha / beta), eV: 7.01 / 7.07
E_tot, eV: -8877.6012

3.
Density functional theory data (wB97M-V/def2-TZVPD) for C31H37AsCl5MnN4S as an isolated structure at a distorted geometry.

Each line ends with the Mulliken spin population.
Element x y z (Å)
Mn -0.142 0.036 -0.990  1.03
C 0.871 3.029 0.160  0.01
N -0.039 1.947 0.510  0.01
C 0.327 1.425 1.841  0.00
C -1.445 2.297 0.547  0.00
C -1.883 3.568 0.859  -0.01
C -3.240 3.829 1.050  0.01
C -4.139 2.779 0.961  -0.01
C -3.713 1.500 0.626  0.02
C -2.360 1.232 0.369  0.05
N -1.829 0.038 -0.025  -0.13
C -2.486 -1.172 0.271  0.03
C -3.688 -1.545 -0.332  -0.01
C -4.289 -2.766 -0.064  0.00
C -3.697 -3.654 0.820  0.00
C -2.507 -3.298 1.439  0.00
C -1.905 -2.071 1.182  0.00
N -0.691 -1.684 1.835  0.00
C 0.500 -2.113 1.136  0.04
C -0.630 -1.964 3.250  0.00
H 0.934 3.789 0.953  0.00
H 0.554 3.504 -0.767  0.00
H 1.869 2.610 0.024  0.00
H 0.277 2.229 2.592  0.00
H 1.344 1.033 1.808  0.00
H -0.362 0.629 2.110  0.00
H -1.169 4.376 0.961  0.00
H -3.574 4.831 1.289  0.00
H -5.195 2.957 1.136  0.00
H -4.439 0.703 0.544  0.00
H -4.135 -0.874 -1.053  0.00
H -5.211 -3.032 -0.567  0.00
H -4.146 -4.619 1.019  0.00
H -2.028 -3.994 2.120  0.00
H 0.718 -3.185 1.286  0.00
H 1.366 -1.531 1.467  0.00
H 0.360 -1.970 0.061  -0.03
H -0.556 -3.038 3.494  0.00
H -1.515 -1.559 3.743  0.00
H 0.256 -1.471 3.664  0.00
Cl 1.933 0.371 -1.985  0.00
C 0.947 1.540 -2.876  0.01
C -0.339 1.639 -2.382  -0.04
C -1.122 2.569 -3.050  -0.01
Cl -2.763 2.851 -2.528  0.00
C -0.646 3.325 -4.129  0.00
Cl -1.662 4.485 -4.914  0.00
C 0.657 3.148 -4.589  0.00
Cl 1.261 4.071 -5.921  0.00
C 1.479 2.225 -3.951  0.00
Cl 3.102 1.953 -4.480  0.00
C 6.157 -1.268 2.248  0.00
As 5.161 0.396 2.517  0.00
C 5.014 2.192 3.280  0.00
C 4.206 -0.385 4.045  0.00
S 3.798 0.411 0.934  0.00
H 6.765 -1.508 3.119  0.00
H 6.777 -1.156 1.364  0.00
H 5.344 -1.965 2.091  0.00
H 5.596 2.252 4.199  0.00
H 3.948 2.266 3.454  0.00
H 5.370 2.915 2.554  0.00
H 4.885 -0.558 4.887  0.00
H 3.772 -1.337 3.745  0.00
H 3.412 0.285 4.369  0.00
C -2.610 -0.470 -3.278  0.00
C -1.677 -1.623 -3.080  0.01
C -1.728 -2.835 -3.734  0.00
C -0.568 -3.556 -3.347  0.00
C 0.124 -2.743 -2.478  0.00
C 1.462 -3.062 -1.866  0.00
N -0.553 -1.555 -2.292  -0.01
H -3.627 -0.827 -3.460  0.00
H -2.313 0.130 -4.145  0.00
H -2.606 0.187 -2.414  0.01
H -2.506 -3.158 -4.413  0.00
H -0.267 -4.545 -3.665  0.00
H 2.045 -3.665 -2.565  0.00
H 1.376 -3.636 -0.938  0.00
H 2.036 -2.161 -1.649  0.00

Output
Expectation value of S²: 0.862
F_max, eV/A: 3.739
Total charge: -1
Spin multiplicity: 2
LUMO (alpha / beta), eV: 1.11 / 1.11
E_tot, eV: -204312.8890

4.
Density functional theory data (wB97M-V/def2-TZVPD) for C2H2FNdO as an isolated structure at a distorted geometry.

Each line ends with the Mulliken spin population.
Element x y z (Å)
C -0.599 -0.323 0.034  0.36
C 0.763 -0.269 0.436  0.01
F -0.943 -1.475 -0.612  0.04
O 0.092 0.576 -0.834  0.06
H 1.424 -1.092 0.161  0.01
H 1.079 0.412 1.228  0.00
Nd -1.816 2.171 -0.412  2.52

Output
Expectation value of S²: 3.968
ΔE to the lowest compared entry with this formula, charge and spin, kJ/mol: 450.6
F_max, eV/A: 3.199
Total charge: +2
Spin multiplicity: 4
LUMO (alpha / beta), eV: -10.88 / -10.98
E_tot, eV: -22124.2625

5.
Density functional theory data (wB97M-V/def2-TZVPD) for a 2-piece molecular cluster, C4H11NO overall at a distorted geometry.

Each line ends with the natural charge from an NBO analysis.
Element x y z (Å)
C 0.591 -0.172 1.598  -0.44
C -0.858 -0.416 1.157  -0.41
C -1.138 0.763 0.147  -0.21
N 0.156 1.434 -0.004  -0.66
C 1.290 0.471 0.412  -0.23
H 1.128 -1.155 1.951  0.22
H 0.388 0.530 2.451  0.22
H -1.651 -0.515 2.028  0.21
H -1.042 -1.410 0.600  0.20
H -1.388 0.190 -0.897  0.12
H -2.016 1.347 0.408  0.20
H 0.266 1.894 -1.013  0.37
H 2.209 1.073 0.721  0.21
H 1.634 -0.206 -0.427  0.18
O 0.135 -1.192 -3.349  -0.95
H 0.632 -1.921 -3.040  0.48
H -0.335 -0.715 -2.744  0.47

Output
ΔE to the lowest compared entry with this formula, charge and spin, kJ/mol: 216.6
F_max, eV/A: 4.192
Total charge: 0
Structure (SMILES): C1CCNC1.O
LUMO, eV: 0.77
E_tot, eV: -7862.3084

6.
Density functional theory data (wB97M-V/def2-TZVPD) for a 2-piece molecular cluster, C2H5IO overall at a distorted geometry.

Each line ends with the natural charge from an NBO analysis.
Element x y z (Å)
C 1.074 0.129 -0.862  -0.55
C 1.178 -0.095 0.413  0.14
O 0.819 0.747 1.407  -0.67
H 1.233 -0.683 -1.671  0.22
H 0.718 1.127 -1.332  0.20
H 1.565 -1.053 0.802  0.18
H 0.668 1.573 1.015  0.47
I -4.120 -0.237 0.056  -0.10
H -3.134 -1.509 0.172  0.10

Output
ΔE to the lowest compared entry with this formula, charge and spin, kJ/mol: 100.1
F_max, eV/A: 4.523
Total charge: 0
Structure (SMILES): C=CO.I
LUMO, eV: 0.61
E_tot, eV: -12301.8358

The records above give, respectively, molar mass values of 114.6 100.1 804.9 205.3 89.1 172.0 g mol⁻¹.